# C6H17AgF6MnN7O12S2

A structure of composition C6H17AgF6MnN7O12S2 (ωB97M-V with the def2-TZVPD basis set, the Open Molecules 2025 dataset).

```
52
Properties=species:S:1:pos:R:3:forces:R:3:mulliken_charge:R:1
Mn 1.59763 -1.47415 -3.24810 -1.60 -0.23 1.12 1.17
Ag 1.53469 3.40625 -1.45446 0.17 0.44 0.10 0.50
C 2.24380 1.36564 2.35552 -0.81 0.47 -0.24 0.71
F 2.27752 0.58541 1.25840 0.17 -0.27 -0.08 -0.26
F 1.39006 0.80685 3.22678 0.14 -0.16 0.02 -0.23
F 3.42604 1.45211 2.88139 0.19 -0.07 0.07 -0.17
S 1.45184 2.98401 1.85301 -0.74 0.79 -0.30 0.86
O 0.14084 2.59834 1.37366 0.27 -0.93 -0.64 -0.64
O 1.42069 3.83314 2.99242 0.67 -0.04 0.14 -0.55
N 2.32864 3.54392 0.58453 -0.81 -0.78 1.27 -0.15
S 3.62112 4.41086 1.02889 1.76 1.19 0.10 0.99
O 4.27597 3.93626 2.20748 -0.65 -0.15 -0.01 -0.57
O 4.43371 4.62884 -0.12726 -0.60 -0.24 -0.53 -0.69
C 2.96294 6.13837 1.43190 0.45 -0.19 0.05 0.68
F 2.82715 6.31564 2.72976 -0.29 -0.13 0.02 -0.20
F 3.87725 6.99258 0.99454 -0.11 0.07 -0.16 -0.22
F 1.80683 6.36363 0.80294 0.02 -0.05 0.08 -0.24
O -0.54921 -0.09573 0.07344 0.22 1.12 -0.08 -0.45
C 0.07556 0.20303 -1.10714 0.46 1.10 0.28 -0.06
O 0.36690 -0.80425 -1.86090 0.62 -0.50 -0.25 0.10
O 0.34997 1.37866 -1.29019 -0.21 -1.15 -0.87 -0.28
H -0.48363 0.83179 0.47936 -0.13 -0.95 0.16 0.29
O 0.78855 -3.34749 -3.23249 0.67 -0.24 -0.11 -0.59
H 0.12708 -3.90682 -3.65773 0.01 0.29 -0.31 0.29
H 1.17932 -3.88724 -2.45683 -0.31 0.35 0.38 0.53
O 0.64075 3.32260 -3.60842 0.28 -0.02 0.01 -0.54
H 1.08613 3.70569 -4.37454 -0.07 0.09 0.05 0.35
H 0.36545 2.43697 -3.86673 -0.18 0.08 0.06 0.30
C -3.16386 -1.58693 -3.00764 0.66 -1.22 -0.35 0.61
O -2.42954 -0.68055 -3.37198 -0.23 0.19 0.23 -0.58
N -2.80699 -2.38204 -1.93219 -0.06 0.39 0.07 -0.31
N -4.28310 -1.96896 -3.70278 0.29 0.69 -0.05 -0.47
H -3.35338 -3.12914 -1.54719 -0.17 -0.01 -0.16 0.19
H -1.91568 -2.17446 -1.51625 -0.03 0.02 0.02 0.08
H -4.62138 -2.91472 -3.70309 0.04 -0.07 0.21 0.21
H -4.31643 -1.49805 -4.59518 -0.30 -0.05 0.04 0.27
C 1.22851 -4.32489 0.10395 0.74 -0.26 0.85 0.58
O 1.67926 -4.20898 -1.04425 -0.32 -0.21 -0.53 -0.75
N 0.45225 -3.34487 0.66269 0.23 0.40 -0.29 -0.24
N 1.56584 -5.37417 0.90819 -0.66 0.97 0.00 -0.38
H 0.57249 -2.41806 0.27460 -0.06 -0.12 -0.15 0.06
H 0.23110 -3.32222 1.64378 0.10 -0.41 0.06 0.22
H 1.50753 -5.21511 1.89849 -0.17 -0.40 0.07 0.19
H 1.69714 -6.31260 0.57802 0.34 0.09 -0.28 0.25
C -3.05577 -0.86652 2.98183 -1.31 -0.07 0.09 0.75
O -1.90145 -0.99507 3.57183 -0.11 0.11 -0.26 -0.14
N -4.14961 -0.87099 3.77174 0.85 -0.40 -0.86 -0.36
N -3.12371 -0.77397 1.65341 0.74 0.24 1.06 -0.16
H -4.08567 -1.23981 4.71293 0.08 0.25 0.08 0.31
H -5.02389 -1.04192 3.29138 -0.11 0.06 0.19 0.25
H -2.26319 -0.52478 1.16826 -0.11 -0.19 -0.37 0.21
H -4.00409 -0.55609 1.21021 0.00 0.11 -0.01 0.27
```
Positions in Å, forces in eV/Å.

Results
E, Ha: -4218.01352
Spin multiplicity: 7
Expectation value of S²: 12.007
Net charge: +2

# C21H19ClN

A cluster of 2 separate species, C21H19ClN in total (ωB97M-V with the def2-TZVPD basis set, the Open Molecules 2025 dataset).

```
42
Properties=species:S:1:pos:R:3:forces:R:3:mulliken_charge:R:1
Cl 5.74742 -0.04557 -3.12239 0.00 0.00 0.04 -0.21
C 4.01237 -0.04761 -3.14696 -0.03 0.03 0.03 0.26
C 3.32171 -1.24562 -3.15523 0.26 0.04 -0.03 -0.63
C 1.94493 -1.25026 -3.19728 -0.38 0.29 0.06 -0.44
C 1.22907 -0.05093 -3.22096 -0.30 0.01 0.19 0.56
N -0.17037 -0.05366 -3.28895 -0.42 -0.02 0.14 -0.52
C 1.94165 1.15012 -3.20202 -0.39 -0.33 0.09 -0.27
C 3.31852 1.14864 -3.16004 0.33 -0.04 -0.02 -0.68
H 3.87665 -2.16681 -3.13191 0.04 -0.23 -0.03 0.42
H 1.40644 -2.18154 -3.21021 -0.08 -0.27 -0.02 0.34
H -0.69761 0.77476 -3.04898 0.48 0.01 -0.18 0.16
H -0.69055 -0.88417 -3.04002 0.46 -0.03 -0.12 0.23
H 1.40064 2.07981 -3.21966 -0.09 0.30 -0.05 0.38
H 3.87132 2.07115 -3.14122 0.05 0.23 -0.03 0.42
C -1.33857 0.98364 0.19001 -0.08 -0.21 0.32 -0.33
C -2.75104 1.02829 -0.03235 -0.25 -0.02 -0.01 0.98
C -3.29447 1.79320 -1.07926 0.25 -0.06 0.09 -0.35
C -4.65515 1.83743 -1.28467 -0.02 0.19 -0.24 -0.73
C -5.51172 1.12278 -0.46428 -0.04 0.09 -0.12 -0.34
C -5.00382 0.36190 0.57100 0.06 -0.22 0.29 -0.81
C -3.64860 0.31501 0.78505 0.15 -0.02 0.04 -0.32
C -0.75767 0.32315 1.25137 -0.19 0.01 0.08 -0.18
C 0.59496 0.23995 1.50431 -0.08 -0.22 0.25 -0.50
C 1.15707 -0.49273 2.59898 0.06 -0.01 0.04 0.98
C 2.54533 -0.49292 2.82884 -0.13 0.12 -0.20 -0.41
C 3.08773 -1.21541 3.86740 0.30 0.09 -0.05 -0.66
C 2.27269 -1.95737 4.70374 0.12 -0.01 0.03 -0.32
C 0.90487 -1.97079 4.50484 -0.42 -0.03 -0.04 -0.79
C 0.35518 -1.25038 3.47225 -0.14 0.03 -0.05 -0.32
H -0.69636 1.49134 -0.50677 0.22 0.23 -0.30 0.45
H -2.63438 2.35908 -1.71537 0.13 0.13 -0.15 0.42
H -5.05960 2.43354 -2.08630 -0.01 0.08 -0.11 0.40
H -6.57534 1.15516 -0.62932 -0.17 0.04 -0.07 0.41
H -5.66472 -0.19814 1.21387 -0.07 -0.04 0.04 0.41
H -3.27841 -0.28955 1.59145 0.02 -0.15 0.17 0.38
H -1.41630 -0.14844 1.95276 -0.14 -0.14 0.13 0.11
H 1.26439 0.74999 0.83543 0.37 0.16 -0.23 0.47
H 3.18501 0.08411 2.18430 0.17 0.12 -0.18 0.42
H 4.15283 -1.20679 4.03226 0.13 0.03 -0.02 0.40
H 2.69961 -2.52786 5.51163 0.11 -0.07 0.12 0.41
H 0.26410 -2.54722 5.15341 -0.04 -0.05 0.06 0.41
H -0.70981 -1.27928 3.33124 -0.20 -0.07 0.04 0.37
```
Positions in Å, forces in eV/Å.

Results
E, Ha: -1326.30849
Net charge: +1

# C3H5N3S2

The molecule C3H5N3S2 (ωB97M-V with the def2-TZVPD basis set, the Open Molecules 2025 dataset).

```
13
Properties=species:S:1:pos:R:3:forces:R:3:mulliken_charge:R:1
H 0.74925 1.00283 1.31750 -0.17 -0.41 0.42 0.32
N 1.04198 1.71107 0.66861 -0.22 0.33 -1.09 -0.57
C 0.41059 1.65080 -0.42791 0.30 0.09 0.51 -0.11
N -0.63408 0.78471 -0.82519 0.29 0.23 -0.05 -0.08
C -1.16889 -0.29167 -0.21230 0.01 -0.64 0.64 0.16
S -2.74226 -0.74689 -0.38348 0.32 0.09 -0.02 -0.33
N -0.31564 -1.03702 0.64126 -0.68 -0.33 0.28 -0.19
C 0.94255 -1.53000 0.37216 -0.04 -0.17 0.37 -0.18
S 1.93346 -1.22568 -0.85808 0.05 0.07 -0.14 -0.22
H 0.62540 2.37245 -1.21905 -0.01 -0.11 0.15 0.35
H -1.22550 1.15716 -1.54806 -0.13 0.03 -0.13 0.24
H -0.85347 -1.61767 1.30746 0.39 0.63 -0.69 0.29
H 1.23662 -2.23010 1.16707 -0.10 0.20 -0.25 0.33
```
Positions in Å, forces in eV/Å.

Results
E, Ha: -1077.93884
SMILES: [H]/N=C\NC(=S)NC=S

# C2H4N2OS

The molecule C2H4N2OS (ωB97M-V with the def2-TZVPD basis set, the Open Molecules 2025 dataset).

```
10
Properties=species:S:1:pos:R:3:forces:R:3:mulliken_charge:R:1
N 2.08988 -0.39089 -0.10983 -0.37 -0.23 0.71 -0.69
N 0.68047 -0.27296 -0.17767 -0.75 -0.22 -0.61 -0.12
C 0.10984 0.84602 -0.09301 1.44 -0.18 0.30 0.12
O -1.26593 0.97955 -0.12146 1.12 1.15 -0.12 -0.24
C -1.94178 -0.14141 -0.11989 -1.59 -1.24 0.32 -0.08
S -3.54610 -0.22854 -0.04283 0.02 0.17 -0.14 -0.28
H 2.30086 -1.40307 -0.16107 -0.42 0.80 -0.26 0.29
H 2.28218 -0.18634 0.86650 0.57 0.32 0.01 0.25
H 0.60530 1.80625 0.06559 -0.19 -0.08 -0.11 0.39
H -1.31473 -1.00862 -0.10633 0.18 -0.49 -0.11 0.35
```
Positions in Å, forces in eV/Å.

Results
E, Ha: -661.46945
SMILES: N/N=C/OC=S